(1)
DFT (wB97M-V/def2-TZVPD) results for a molecular structure, C22H27ClOYb.

F_max = 1.94 eV Å⁻¹
net charge = -1
⟨S²⟩ = 0.751
E = -69353.76537 eV
molar mass = 516.0 g mol⁻¹
multiplicity = 2

The geometry in XYZ format:
```
52
Properties=species:S:1:pos:R:3:forces:R:3:nbo_charge:R:1
C -0.4645 -2.2692 0.4540 0.2887 0.4509 -0.1137 -0.256
H -3.2651 1.7296 1.0351 0.0556 -0.0084 -0.1069 0.218
C -1.6292 2.2379 5.4733 0.3939 0.2653 0.0446 -0.320
H -2.7772 -1.5832 6.0544 0.0611 -0.1716 -0.5469 0.191
C -1.9293 3.2608 1.8075 0.9163 0.2450 -0.7790 -0.297
H -1.6481 -0.1717 -4.6458 -0.0801 -0.0911 0.3153 0.209
H -2.1846 -1.5798 2.9946 0.2976 0.2180 0.5630 0.219
H -3.3016 -2.8088 4.8801 0.2840 0.0464 -0.0823 0.193
H -2.2603 2.1131 -3.3184 -0.1779 0.1104 -0.0106 0.225
C -1.2451 -2.2622 -0.7283 0.1560 -0.4026 -0.1906 -0.352
H -2.0954 5.2957 1.0579 0.1738 -0.0984 0.2619 0.201
C -1.6850 0.8442 5.3326 -0.3905 0.6434 0.2038 -0.174
C 0.4754 0.3736 -4.2092 -1.4232 0.7591 0.2223 -0.318
C -1.9682 4.7698 2.0152 -0.0772 -0.1433 0.2655 -0.597
H 0.0779 3.3663 -2.7899 -0.1220 -0.3558 0.2890 0.233
H -2.8151 5.0224 2.6616 -0.0352 0.1542 -0.0313 0.190
C -0.4116 -1.8391 -1.7892 0.1202 -0.0689 -0.8004 -0.448
C -1.6800 0.2191 4.0924 0.0554 0.0810 -1.4260 -0.167
C -1.5172 1.0098 2.8521 -0.6012 0.5722 1.7490 0.487
C -3.0324 -1.7512 4.9890 -0.3713 0.2554 0.2495 -0.601
C -3.2131 2.8164 1.1140 -0.2412 -0.0226 0.1160 -0.607
Cl 0.4174 2.6059 -0.3397 1.0456 0.1708 0.7630 -0.589
O -1.3163 0.4678 1.6868 -0.2420 0.0192 -0.6985 -0.853
C 1.0429 1.5085 -3.5683 -1.7952 0.1887 -0.0065 -0.326
H 1.0206 -0.3580 -4.7939 -0.0676 -0.1208 0.2815 0.205
C -1.9055 -1.3042 4.0354 0.0174 0.0828 0.4232 -0.243
C -0.0353 2.3328 -3.0862 0.1551 -0.9952 -1.4773 -0.328
H -0.6734 -1.8265 -2.8370 -0.0648 -0.0062 0.1151 0.251
H -0.7555 -2.6385 1.4513 0.1110 0.5634 -0.7092 0.229
H -1.0615 5.0992 2.5340 -0.0556 0.1746 -0.3121 0.205
H -1.5133 4.1413 4.4045 -0.3086 -0.6137 0.0683 0.197
C -0.9584 0.4695 -4.1124 1.4686 0.1806 -0.0430 -0.343
H 0.1892 -1.7136 3.8743 0.0420 -0.3730 0.0652 0.216
H 1.6441 -1.6526 0.7808 -0.0554 0.2087 0.1286 0.222
H -2.2449 -2.6787 -0.8943 0.3890 0.3020 0.3173 0.222
C -1.2803 1.6767 -3.4117 1.2060 -0.3057 0.3978 -0.480
H -1.8196 0.2344 6.2375 0.1589 0.2827 -0.3964 0.179
H -0.4038 -1.8332 5.5322 -0.2299 -0.3343 -0.4136 0.199
C 0.8063 -1.7378 0.1057 -0.1856 -0.3207 0.7024 -0.299
H -3.9479 -1.1870 4.8254 -0.1256 0.1522 -0.1465 0.207
H -1.0730 3.0535 1.1256 -0.9663 0.1926 0.6914 0.255
H 1.7298 -1.1074 -1.8372 -0.3483 -0.2361 0.1297 0.254
Yb -0.6488 0.5084 -0.9642 0.1320 -0.0424 0.8056 1.826
H -3.2966 3.2690 0.1188 -0.0496 -0.0340 0.0440 0.190
H -0.8104 -3.1653 4.3197 0.3295 0.5134 0.3124 0.191
C 0.8678 -1.4754 -1.2773 -0.3768 -0.1237 -0.1463 -0.463
H 2.0854 1.7793 -3.5871 0.1036 -0.0042 0.2445 0.212
H -1.6345 2.7117 6.4679 0.1057 -0.3488 -0.4961 0.188
H -4.0775 3.1257 1.7156 0.0125 0.0395 -0.1411 0.198
C -1.6930 2.4626 3.0524 0.6173 -1.1852 0.0546 -0.125
C -0.6489 -2.0780 4.4808 0.0928 0.2875 -0.6655 -0.604
C -1.5935 3.0464 4.3220 -0.3984 -0.7532 -0.0849 -0.222
```
Forces are in eV/Å.

=====

(2)
DFT (wB97M-V/def2-TZVPD) results for C4H10Cl2O2SSi in the gas phase.

F_max = 2.86 eV Å⁻¹
E = -52164.18783 eV
molar mass = 221.2 g mol⁻¹
energy relative to the best compared isomer or geometry (same formula, charge and spin) = 0.000 eV
SMILES = C[C@H]([Si](C)(C)Cl)S(=O)(=O)Cl

The geometry in XYZ format:
```
20
Properties=species:S:1:pos:R:3:forces:R:3:nbo_charge:R:1
C 0.9014 -0.8969 0.3003 1.3569 0.1213 0.0604 -0.933
H 1.8507 -1.8442 -1.3539 -1.3933 -0.9210 1.0262 0.250
H 0.0725 -2.1981 -1.1716 0.8521 -0.2785 0.3644 0.231
H 0.3264 1.2352 -1.4635 1.3130 1.0506 -0.3569 0.243
Cl -2.1729 -1.3305 0.3789 -0.0361 -0.0355 -0.0031 -0.382
C -0.6994 1.0058 -1.4443 -1.0036 -0.7873 0.3503 -1.110
C 1.0197 -2.0881 -0.5858 0.6542 -1.2218 -2.5043 -0.646
H 1.1010 -1.2461 1.2890 -0.0316 0.3169 1.1018 0.278
O 1.8847 1.5091 0.5514 0.3255 -0.0278 0.2861 -0.922
H -0.9793 2.2548 1.7654 0.9232 -1.3471 -0.2754 0.251
Cl 3.8506 -0.4453 0.8653 0.4440 -0.3514 0.1882 -0.191
H 0.3062 1.0848 2.3387 0.3401 0.2667 0.0029 0.246
H -1.3741 0.8998 2.6694 -0.7317 -1.0014 0.3561 0.242
S 2.2311 0.2665 -0.0734 -1.2083 0.8996 -0.1963 2.103
H -1.3018 1.9090 -1.5850 0.1315 -0.1550 0.5056 0.257
O 2.4856 0.3017 -1.4791 0.3966 -0.4132 -0.0065 -0.907
C -0.6782 1.1580 1.9049 -0.6857 1.2718 -1.6747 -1.080
H 1.2566 -3.0651 -0.0671 -0.3044 1.2697 -0.5128 0.233
H -0.8281 0.4231 -2.3698 -0.2442 -0.3502 0.6205 0.256
Si -0.6809 0.0966 0.2449 -1.0981 1.6937 0.6672 1.580
```
Forces are in eV/Å.

=====

(3)
DFT (wB97M-V/def2-TZVPD) results for 2 unconnected molecules or ions with the total composition C4H12N3.

F_max = 6.13 eV Å⁻¹
net charge = +1
E = -8800.91544 eV
molar mass = 102.2 g mol⁻¹
energy relative to the best compared isomer or geometry (same formula, charge and spin) = 6.819 eV

The geometry in XYZ format:
```
19
Properties=species:S:1:pos:R:3:forces:R:3:nbo_charge:R:1
H -1.8285 -1.4113 -1.9927 2.1146 -0.3782 -2.6201 0.224
H -1.0552 2.1723 0.1507 0.1730 0.1690 0.4366 0.254
C 0.2842 0.4522 0.2141 -1.6568 -2.6504 -1.3031 0.328
H 0.5486 2.4170 -0.7863 -1.0419 -1.0227 1.2313 0.252
C -1.7542 -0.8679 0.1607 2.9896 1.9419 -2.9904 -0.187
H 1.0950 -0.2496 -1.5660 0.2767 0.0627 0.7638 0.401
C -2.1677 -1.0562 -1.1106 -2.0914 0.1842 5.7548 -0.453
H -3.2429 -1.1720 -1.0543 -0.5504 -0.1284 -0.3658 0.227
H 0.7154 1.2245 2.0938 0.6814 0.2238 0.1709 0.434
N 0.6719 0.3127 1.6498 -0.8173 1.3000 -0.9306 -0.747
H 1.9016 -1.9148 -0.1840 -0.3465 -0.4431 0.2087 0.379
H 3.1822 -0.9099 -0.0347 -2.1520 0.5220 -0.0226 0.399
N 1.3675 -0.0467 -0.5932 -0.7962 0.9591 0.4456 -0.478
C -0.2517 1.6815 -0.3851 -0.4990 1.3748 -2.6951 -0.727
H -0.0243 -0.2068 2.1588 -0.2053 -0.4644 0.0390 0.448
H 1.5514 -0.2463 1.5064 0.4471 -0.2948 0.5014 0.464
N 2.1174 -0.9710 0.1025 2.9262 -1.3704 -0.3504 -0.679
H -0.7984 1.4105 -1.3717 0.9445 0.0440 1.5500 0.274
H -2.3122 -0.6182 1.0418 -0.3963 -0.0292 0.1761 0.187
```
Forces are in eV/Å.

=====

> What is the formula in the third record?

C4H12N3

=====

> The lowest E belongs to which entry?

C22H27ClOYb

=====

> The lowest molar mass belongs to which entry?

C4H12N3

=====

> Among the records above, which one has the highest molar mass?

C22H27ClOYb